Molecular formula: C24H19ClIN4O4TcTe
Method: DFT, ωB97M-V/def2-TZVPD

Last column: Mulliken charge in e.
Atoms and positions in Å:
Tc (0.376, 0.172, 0.799)  0.94
Cl (4.604, -0.599, 6.912)  -0.26
C (3.408, -0.336, 5.666)  0.13
C (2.055, -0.136, 6.047)  -0.43
C (1.091, 0.076, 5.119)  -0.75
C (1.388, 0.103, 3.703)  0.37
O (0.439, 0.333, 2.890)  -0.53
C (2.758, -0.104, 3.348)  1.04
C (3.220, -0.099, 2.003)  -0.31
O (2.547, 0.017, 0.966)  -0.50
C (3.742, -0.318, 4.354)  -0.92
H (1.802, -0.158, 7.100)  0.39
H (0.058, 0.225, 5.402)  0.43
H (4.308, -0.210, 1.869)  0.23
H (4.773, -0.467, 4.054)  0.38
I (0.133, -1.343, -8.111)  0.05
C (0.382, -0.712, -6.142)  0.02
C (1.538, -0.033, -5.783)  -0.53
C (1.685, 0.407, -4.477)  -0.44
C (0.702, 0.151, -3.530)  -0.06
C (-0.439, -0.544, -3.902)  0.07
C (-0.613, -0.970, -5.211)  -0.52
C (0.849, 0.673, -2.126)  0.43
O (1.130, 1.861, -1.958)  -0.67
O (0.594, -0.209, -1.232)  -0.45
H (2.313, 0.153, -6.513)  0.36
H (2.569, 0.959, -4.186)  0.41
H (-1.195, -0.766, -3.157)  0.21
H (-1.508, -1.504, -5.497)  0.41
N (-1.344, 0.394, 0.628)  -0.08
C (-2.343, -0.147, -0.202)  -0.18
C (-3.542, 0.552, -0.330)  -0.26
C (-4.551, 0.061, -1.144)  -0.57
C (-4.376, -1.145, -1.811)  -0.39
C (-3.190, -1.853, -1.672)  -0.71
C (-2.168, -1.350, -0.879)  -0.13
H (-3.661, 1.476, 0.220)  0.45
H (-5.477, 0.612, -1.249)  0.37
H (-5.170, -1.538, -2.434)  0.38
H (-3.056, -2.797, -2.183)  0.43
H (-1.230, -1.874, -0.779)  0.51
C (-0.139, 3.440, 2.414)  -1.09
Te (0.854, 2.871, 0.632)  0.52
C (-0.721, 3.534, -0.599)  -0.87
H (-0.337, 4.509, 2.398)  0.41
H (0.506, 3.194, 3.253)  0.26
H (-1.060, 2.866, 2.490)  0.30
H (-1.070, 4.487, -0.209)  0.39
H (-1.511, 2.789, -0.575)  0.12
H (-0.329, 3.643, -1.603)  0.30
N (0.404, -1.902, 1.077)  -0.43
C (0.357, -3.065, 1.122)  0.61
N (0.438, -4.337, 1.234)  -0.75
C (-0.581, -5.131, 0.992)  0.50
N (-1.413, -5.912, 0.800)  -0.59

Summary:
E_tot, eV: -69464.4384
Net charge: -1
Multiplicity: 2
⟨S²⟩: 0.766